(1)
79
Properties=species:S:1:pos:R:3 method="wB97M-V/def2-TZVPD" multiplicity=4 s_squared=3.76 total_energy_ha=-6257.81365 total_charge=-1 e_above_lowest_kj_mol=54.9
Cr -2.542 -0.828 2.296
F 2.062 -1.758 -2.558
C 1.464 -0.620 -2.129
C 0.290 -0.680 -1.451
C -0.313 0.499 -1.021
C -1.399 0.465 -0.039
O -1.667 -0.596 0.523
C -2.037 1.706 0.229
C -1.572 2.835 -0.348
N -0.471 2.894 -1.147
C -0.084 4.160 -1.719
C -1.142 4.975 -2.394
C -0.091 4.290 -3.214
C 0.212 1.728 -1.444
C 1.456 1.761 -2.093
C 2.106 0.587 -2.388
N 3.430 0.626 -2.934
C 3.512 0.580 -4.382
C 4.885 1.073 -4.801
N 5.918 0.194 -4.139
C 5.782 0.205 -2.635
C 4.385 -0.274 -2.303
C -3.233 1.846 1.166
O -3.956 2.821 0.972
O -3.307 0.979 2.081
H -0.148 -1.646 -1.235
H -2.084 3.769 -0.154
H 0.673 4.696 -1.159
H -1.084 6.049 -2.280
H -2.148 4.579 -2.415
H 0.676 4.886 -3.693
H -0.388 3.408 -3.768
H 1.953 2.698 -2.307
H 2.752 1.233 -4.806
H 3.347 -0.436 -4.783
H 5.043 2.085 -4.438
H 5.036 1.030 -5.878
H 6.856 0.469 -4.418
H 5.763 -0.765 -4.454
H 5.929 1.229 -2.299
H 6.552 -0.441 -2.218
H 4.239 -0.249 -1.224
H 4.272 -1.319 -2.627
O 0.111 -3.012 0.709
As -0.328 -3.410 2.370
O -0.246 -5.034 2.502
O -1.771 -2.616 2.688
C 0.933 -2.687 3.695
C 1.501 -3.658 4.508
C 2.256 -3.295 5.617
C 2.435 -1.957 5.934
C 1.872 -0.973 5.132
C 1.128 -1.334 4.018
S 0.573 -0.025 2.936
O 0.980 -0.468 1.609
O 1.219 1.194 3.371
O -0.898 0.041 3.117
H -0.101 -2.065 0.655
H 1.313 -4.694 4.254
H 2.691 -4.063 6.247
H 3.018 -1.675 6.803
H 2.005 0.081 5.342
N -4.359 -0.095 -1.130
C -5.263 -1.250 -1.096
C -4.621 -2.537 -0.537
C -4.701 -2.569 0.995
O -5.473 -3.342 1.530
O -4.023 -1.641 1.592
H -4.824 0.778 -0.928
H -3.863 -0.026 -2.006
H -5.668 -1.468 -2.092
H -6.107 -0.995 -0.453
H -3.573 -2.595 -0.845
H -5.168 -3.405 -0.900
F -3.204 -0.905 4.207
B -4.462 -0.365 4.891
F -5.448 -0.156 3.952
F -4.054 0.813 5.523
F -4.810 -1.344 5.821

***

(2)
66
Properties=species:S:1:pos:R:3 method="wB97M-V/def2-TZVPD" total_energy_ha=-2075.52498 total_charge=+1
Au 0.599 0.123 -0.057
C -0.274 0.269 -3.212
N 0.198 1.194 -2.156
C 1.529 1.744 -2.520
C -0.752 2.247 -1.860
C -1.377 2.944 -2.875
C -2.269 3.970 -2.585
C -2.561 4.293 -1.259
C -1.951 3.613 -0.230
C -1.023 2.583 -0.507
N -0.444 1.810 0.457
C -0.358 2.111 1.819
C -0.184 3.403 2.320
C -0.014 3.599 3.680
C -0.011 2.510 4.542
C -0.158 1.216 4.049
C -0.311 1.005 2.694
N -0.456 -0.310 2.122
C 0.257 -1.388 2.827
C -1.878 -0.656 1.931
H -0.198 0.733 -4.199
H -1.312 0.003 -3.027
H 0.346 -0.628 -3.201
H 1.451 2.344 -3.431
H 2.215 0.915 -2.691
H 1.913 2.362 -1.711
H -1.167 2.692 -3.908
H -2.743 4.512 -3.394
H -3.283 5.069 -1.035
H -2.225 3.822 0.794
H -0.131 4.239 1.635
H 0.141 4.600 4.065
H 0.123 2.663 5.606
H -0.144 0.374 4.730
H -0.252 -1.672 3.754
H 1.275 -1.072 3.050
H 0.297 -2.258 2.171
H -2.385 -0.717 2.899
H -1.942 -1.616 1.431
H -2.371 0.099 1.320
N -4.024 -4.517 0.201
C -2.750 -4.112 -0.124
C -1.636 -4.695 0.493
C -0.357 -4.286 0.172
C -0.165 -3.255 -0.742
C -1.266 -2.668 -1.364
C -2.544 -3.090 -1.061
S 1.465 -2.880 -1.255
O 2.306 -3.937 -0.792
O 1.406 -2.541 -2.654
N 1.815 -1.502 -0.390
C 3.103 -0.958 -0.486
N 4.125 -1.641 -0.981
C 5.288 -0.996 -1.009
C 5.451 0.314 -0.573
C 4.317 0.939 -0.103
N 3.139 0.316 -0.048
H -4.143 -5.378 0.705
H -4.783 -4.261 -0.403
H -1.783 -5.497 1.208
H 0.506 -4.765 0.619
H -1.115 -1.913 -2.128
H -3.400 -2.644 -1.559
H 6.128 -1.556 -1.409
H 6.406 0.817 -0.605
H 4.341 1.964 0.251

***

(3)
69
Properties=species:S:1:pos:R:3 method="wB97M-V/def2-TZVPD" total_energy_ha=-5374.83381 total_charge=-1
C -0.071 -5.678 1.656
C 0.044 -4.482 1.699
C -0.006 -3.047 1.557
C -0.871 -2.341 2.410
Br -1.925 -3.260 3.705
C -0.966 -0.966 2.322
C -0.161 -0.298 1.390
C 0.707 -0.969 0.530
C 1.498 -0.166 -0.478
C 0.777 -2.376 0.606
C 1.645 -3.248 -0.290
C 3.153 -2.841 -0.423
C 3.461 -2.400 -1.881
I 4.316 -4.625 -0.036
S -0.352 1.483 1.357
C -2.127 1.575 1.550
C -2.680 0.649 2.449
C -4.051 0.654 2.618
C -4.861 1.566 1.941
B -6.421 1.480 2.265
O -7.110 2.534 2.811
O -7.075 0.282 1.998
C -4.312 2.493 1.038
P -5.532 3.596 0.222
O -4.842 4.210 -1.150
O -6.631 2.501 -0.401
C -2.902 2.502 0.859
C -2.199 3.502 -0.038
C -2.296 4.937 0.562
C -0.994 5.694 0.416
F -0.494 6.257 1.526
C -0.346 5.842 -0.728
F 0.898 6.292 -0.761
F -0.863 5.597 -1.910
N -1.877 -0.273 3.184
C -1.166 0.386 4.311
H -0.018 -6.740 1.684
H 1.093 -0.381 -1.469
H 2.563 -0.363 -0.457
H 1.361 0.903 -0.332
H 1.196 -3.228 -1.290
H 1.598 -4.284 0.024
H 3.372 -2.062 0.302
H 2.600 -1.860 -2.277
H 3.618 -3.299 -2.470
H 4.357 -1.794 -1.958
H -4.470 -0.067 3.311
H -7.934 2.611 2.315
H -6.684 -0.062 1.189
H -4.579 3.488 -1.739
H -6.146 1.707 -0.679
H -1.139 3.284 -0.140
H -2.604 3.488 -1.046
H -2.547 4.904 1.621
H -3.049 5.531 0.043
H -1.361 -0.190 5.223
H -0.084 0.395 4.181
H -1.558 1.386 4.487
C 7.633 -2.685 -3.207
C 6.634 -3.312 -4.204
C 6.658 -2.468 -5.498
O 5.387 -3.314 -3.671
H 7.341 -1.661 -2.956
H 7.671 -3.269 -2.285
H 8.655 -2.649 -3.621
H 7.072 -4.305 -4.485
H 6.344 -1.441 -5.297
H 5.985 -2.895 -6.245
H 7.667 -2.431 -5.942

***

(4)
101
Properties=species:S:1:pos:R:3 method="wB97M-V/def2-TZVPD" total_energy_ha=-102146.23483 total_charge=-1
C -3.354 0.630 5.468
C -3.723 0.954 4.365
C -4.201 1.115 2.909
N -3.170 1.427 1.946
O -2.561 2.668 2.148
C -2.203 0.365 1.614
C -2.050 0.411 0.018
C -1.665 -0.943 -0.647
C -0.290 -1.509 -0.240
C 0.914 -0.797 -0.369
C 2.122 -1.414 0.093
C 2.107 -2.703 0.663
C 0.873 -3.447 0.781
C -0.300 -2.826 0.322
C -2.586 -1.082 2.063
O -3.610 -1.707 1.699
O -1.797 -1.614 2.892
P -0.447 0.699 2.310
N -0.569 1.370 3.899
O 0.297 1.928 1.379
H -2.859 0.286 6.370
H -4.869 2.014 2.951
H -4.869 0.288 2.606
H -2.922 3.108 2.934
H -3.080 0.646 -0.340
H -1.421 1.261 -0.315
H -2.455 -1.708 -0.572
H -1.577 -0.737 -1.747
H 0.894 0.217 -0.787
H 3.098 -0.899 0.038
H 3.019 -3.141 1.033
H 0.776 -4.441 1.221
H -1.268 -3.349 0.415
H 0.241 1.164 4.478
H -0.607 2.391 3.833
H -0.360 2.545 1.015
C 1.623 4.173 6.143
Br 2.903 5.554 6.582
Br 0.060 4.898 5.269
Br 2.427 2.752 5.115
H 1.291 3.740 7.078
C -6.019 -2.814 -0.608
Br -6.460 -1.204 -1.580
Br -7.601 -3.802 -0.099
Br -4.770 -3.916 -1.581
H -5.520 -2.507 0.310
C 2.440 -1.643 -4.348
Br 4.062 -2.643 -4.675
Br 0.863 -2.686 -4.734
Br 2.409 -0.937 -2.542
H 2.438 -0.800 -5.029
C 7.927 -0.532 -4.127
Br 7.982 0.648 -5.654
Br 6.393 -0.203 -3.010
Br 8.026 -2.387 -4.655
H 8.807 -0.322 -3.531
C 2.786 -5.228 4.157
Br 2.242 -3.705 3.086
Br 1.266 -6.275 4.735
Br 4.097 -6.317 3.240
H 3.263 -4.845 5.052
C 5.402 -5.386 -1.050
Br 7.126 -4.652 -1.547
Br 4.104 -3.999 -0.682
Br 4.757 -6.644 -2.369
H 5.546 -5.938 -0.129
C -4.396 6.080 2.549
Br -5.681 5.098 1.501
Br -3.984 5.170 4.203
Br -2.801 6.484 1.538
H -4.852 7.024 2.811
C 2.252 -9.024 7.638
Br 4.025 -8.320 7.354
Br 2.099 -10.848 7.023
Br 1.693 -8.838 9.477
H 1.575 -8.427 7.037
C 7.857 -0.355 -9.775
Br 6.108 -0.651 -9.016
Br 9.227 -1.304 -8.802
Br 7.901 -0.770 -11.662
H 8.072 0.702 -9.678
C -5.979 7.269 -2.480
Br -4.350 6.275 -2.772
Br -7.544 6.201 -2.842
Br -6.037 8.045 -0.714
H -5.983 8.089 -3.188
C -7.901 5.639 -7.093
Br -9.642 6.473 -7.012
Br -6.534 6.765 -6.327
Br -7.910 3.883 -6.293
H -7.658 5.511 -8.140
C 8.813 -6.066 -6.817
Br 10.621 -5.416 -7.020
Br 8.612 -7.854 -7.518
Br 8.209 -5.941 -4.989
H 8.176 -5.420 -7.408
C -5.856 9.918 4.642
Br -7.597 9.575 5.402
Br -4.456 9.018 5.617
Br -5.800 9.487 2.759
H -5.673 10.982 4.729

***

(5)
79
Properties=species:S:1:pos:R:3 method="wB97M-V/def2-TZVPD" smiles="CC(=O)OC(=O)CC1=CC(=O)c2c(CCC(F)(F)C(F)(F)S(F)(F)(F)(F)F)cc(S)cc2C1=O.ClCCCl.ClCCCl.ClCCCl.ClCCCl" total_energy_ha=-6760.93025 e_above_lowest_kj_mol=300.3
C 0.764 -2.373 0.012
C 2.186 -2.177 0.664
O 2.496 -2.823 1.620
O 3.026 -1.250 0.006
C 3.031 0.003 0.647
O 2.753 0.042 1.817
C 3.457 1.202 -0.241
C 2.409 2.351 -0.305
C 1.498 2.638 0.659
C 0.509 3.841 0.481
O 0.180 4.552 1.399
C 0.029 4.061 -0.994
C -1.319 4.504 -1.306
C -2.436 4.764 -0.252
C -2.716 3.590 0.748
C -3.296 2.271 0.078
F -2.204 1.690 -0.577
F -3.567 1.438 1.167
C -4.528 2.509 -0.855
F -4.180 3.096 -2.050
F -5.337 3.445 -0.232
S -5.593 1.022 -1.268
F -6.166 0.875 0.239
F -6.832 2.061 -1.613
F -5.181 1.128 -2.864
F -4.397 -0.046 -1.054
F -6.565 -0.224 -1.691
C -1.645 4.710 -2.738
C -0.666 4.465 -3.810
S -1.186 4.785 -5.515
C 0.673 3.982 -3.423
C 1.049 3.783 -2.041
C 2.452 3.265 -1.582
O 3.485 3.532 -2.140
H 0.965 -2.481 -1.094
H 0.234 -1.394 0.133
H 0.225 -3.249 0.433
H 3.591 0.830 -1.297
H 4.441 1.595 0.116
H 1.417 2.024 1.583
H -3.374 5.099 -0.775
H -2.110 5.657 0.357
H -3.521 3.939 1.459
H -1.856 3.285 1.387
H -2.676 5.076 -2.963
H -1.218 3.607 -6.218
H 1.394 3.782 -4.253
Cl -0.796 -2.269 2.918
C -0.632 -3.183 4.437
C -0.044 -4.558 4.210
Cl -1.165 -5.632 3.335
H -1.613 -3.238 4.906
H 0.025 -2.604 5.087
H 0.165 -5.032 5.170
H 0.886 -4.506 3.645
Cl 5.880 1.137 6.233
C 5.090 0.839 4.664
C 5.202 -0.605 4.234
Cl 6.875 -1.054 3.811
H 5.533 1.511 3.930
H 4.040 1.107 4.782
H 4.595 -0.773 3.343
H 4.857 -1.284 5.013
Cl -3.601 -2.452 -3.492
C -5.311 -2.949 -3.506
C -5.481 -4.418 -3.191
Cl -4.859 -5.462 -4.495
H -5.728 -2.698 -4.481
H -5.821 -2.349 -2.753
H -6.540 -4.651 -3.078
H -4.971 -4.691 -2.268
Cl 5.078 -3.236 -1.858
C 5.233 -4.135 -0.326
C 5.815 -5.514 -0.531
Cl 4.693 -6.595 -1.396
H 4.249 -4.180 0.140
H 5.888 -3.549 0.320
H 6.017 -5.977 0.436
H 6.748 -5.476 -1.093

***

(6)
90
Properties=species:S:1:pos:R:3 method="wB97M-V/def2-TZVPD" total_energy_ha=-4581.82049
C -3.124 0.514 -1.684
C -1.994 -0.434 -2.182
I -1.138 0.376 -4.026
C -2.452 -1.889 -2.517
I -4.186 -2.534 -1.377
C -1.249 -2.866 -2.449
C -1.509 -4.385 -2.288
O -0.331 -4.994 -1.647
S 0.819 -3.825 -1.697
O 1.423 -3.854 -3.041
O 1.812 -3.763 -0.615
O -0.253 -2.590 -1.422
H -2.791 1.551 -1.865
H -3.252 0.428 -0.591
H -4.085 0.357 -2.189
H -1.188 -0.387 -1.437
H -2.768 -1.889 -3.573
H -0.692 -2.603 -3.372
H -2.328 -4.725 -1.637
H -1.650 -4.971 -3.212
C 2.378 0.760 -7.285
C 1.430 1.911 -7.100
O 2.096 2.714 -6.143
C 3.429 2.490 -6.317
O 4.285 3.177 -5.878
O 3.646 1.380 -7.068
F 0.241 1.501 -6.581
H 2.223 -0.026 -6.543
H 2.320 0.323 -8.280
H 1.249 2.497 -8.005
C -3.139 6.201 -3.000
C -1.998 5.256 -3.245
O -2.618 3.984 -3.128
C -3.916 4.157 -3.502
O -4.655 3.271 -3.776
O -4.253 5.467 -3.527
F -1.043 5.369 -2.290
H -3.298 6.398 -1.933
H -3.015 7.151 -3.519
H -1.537 5.346 -4.233
C 3.239 -6.611 0.724
C 4.732 -6.608 0.570
O 5.122 -7.785 1.260
C 4.071 -8.645 1.154
O 4.135 -9.807 1.380
O 2.944 -8.008 0.754
F 5.292 -5.534 1.185
H 2.914 -6.151 1.660
H 2.734 -6.117 -0.104
H 5.079 -6.658 -0.465
C 6.315 -10.827 3.704
C 7.164 -10.306 4.827
O 8.057 -11.382 5.070
C 8.200 -12.032 3.884
O 9.061 -12.810 3.647
O 7.234 -11.669 3.003
F 6.425 -10.087 5.951
H 5.473 -11.425 4.062
H 5.935 -10.036 3.061
H 7.730 -9.409 4.581
C -5.618 9.041 0.107
C -4.713 9.531 1.201
O -3.811 8.448 1.367
C -3.729 7.832 0.161
O -2.881 7.058 -0.143
O -4.736 8.217 -0.661
F -5.392 9.721 2.358
H -6.441 8.435 0.490
H -6.025 9.850 -0.496
H -4.156 10.437 0.953
C 3.908 -5.598 5.404
C 3.362 -6.937 5.000
O 4.419 -7.487 4.230
C 5.565 -6.941 4.722
O 6.650 -7.361 4.505
O 5.307 -5.863 5.500
F 2.265 -6.807 4.209
H 3.733 -4.832 4.645
H 3.509 -5.251 6.355
H 3.134 -7.604 5.835
C -7.419 13.668 4.490
C -6.932 12.264 4.266
O -6.576 12.273 2.894
C -6.212 13.552 2.604
O -5.613 13.870 1.634
O -6.618 14.412 3.571
F -7.923 11.357 4.458
H -8.474 13.785 4.233
H -7.264 14.009 5.511
H -6.063 11.987 4.867